i | The ion C6H12NS with charge +1. Source: the OMol25 dataset; level of theory: ωB97M-V/def2-TZVPD.

## Properties
Molecular weight in g mol⁻¹: 130.24
HOMO in Eh: -0.505

The geometry in ORCA input format:
```
! RIJCOSX wB97M-V def2-TZVPD def2/J DEFGRID3
* xyz 1 1
C 2.274 -1.324 -0.601
C -0.535 -0.419 -0.633
C 1.221 -0.434 -0.515
C 1.556 1.027 -0.457
C -2.456 0.347 0.357
C -0.408 -0.312 1.860
N -1.162 -0.221 0.487
S -1.273 0.110 -2.109
H 2.141 -2.376 -0.648
H 3.356 -0.948 -0.650
H 2.477 1.106 0.126
H 1.746 1.602 -1.441
H 0.655 1.568 -0.134
H -2.996 0.434 1.387
H -2.407 1.344 -0.051
H -3.006 -0.175 -0.350
H 0.516 -0.817 1.720
H -0.326 0.768 1.999
H -1.030 -0.889 2.618
H -0.343 -0.391 -2.966
*
```

---

ii | A cluster of 2 separate species, C6H12NS in total. Source: the OMol25 dataset; level of theory: ωB97M-V/def2-TZVPD.

## Properties
Molecular weight in g mol⁻¹: 130.24
HOMO (alpha / beta) in Eh: -0.458 / -0.458

The geometry in ORCA input format:
```
! RIJCOSX wB97M-V def2-TZVPD def2/J DEFGRID3
* xyz 1 1
C 2.686 0.931 0.164
C 3.270 2.156 -0.349
C -2.627 0.545 0.943
C -1.554 -0.599 0.989
C -1.247 -0.905 -0.501
C -0.556 -1.995 -1.114
N 2.402 -0.235 0.136
S 2.054 -1.718 0.569
H 4.210 2.165 0.126
H 3.198 2.138 -1.371
H 2.537 2.949 -0.198
H -2.378 1.035 1.892
H -3.632 0.196 0.828
H -2.355 1.154 0.149
H -2.042 -1.574 1.291
H -0.564 -0.491 1.420
H -0.630 0.081 -0.957
H -2.197 -0.952 -1.231
H -0.102 -2.739 -0.625
H -0.474 -2.142 -2.162
*
```

---

iii | The ion C6H12NS with charge +1. Source: the OMol25 dataset; level of theory: ωB97M-V/def2-TZVPD.

## Properties
Structure (SMILES): C=C(C)[C@@H](S)[C@H]1C[NH2+]1
Molecular weight in g mol⁻¹: 130.24
HOMO in Eh: -0.488

The geometry in ORCA input format:
```
! RIJCOSX wB97M-V def2-TZVPD def2/J DEFGRID3
* xyz 1 1
C 2.348 0.517 -0.738
C 1.395 -0.047 -0.027
C 1.499 -0.422 1.373
C 0.121 -0.449 -0.752
S -0.441 -2.170 -0.512
C -1.094 0.578 -0.243
C -2.512 0.262 -0.429
N -1.934 0.310 1.006
H 2.213 0.510 -1.768
H 3.283 0.879 -0.269
H 1.177 -1.464 1.550
H 2.571 -0.466 1.614
H 0.940 0.253 2.172
H 0.215 -0.157 -1.842
H -0.086 -2.624 -1.720
H -0.866 1.537 -0.498
H -3.282 0.996 -0.715
H -2.804 -0.666 -0.690
H -1.898 1.145 1.611
H -1.637 -0.611 1.461
*
```

---

iv | A structure of composition C6H12NS. Source: the OMol25 dataset; level of theory: ωB97M-V/def2-TZVPD.

## Properties
Molecular weight in g mol⁻¹: 130.24
HOMO in Eh: -0.526

The geometry in ORCA input format:
```
! RIJCOSX wB97M-V def2-TZVPD def2/J DEFGRID3
* xyz 1 1
C -1.169 0.594 -1.054
C -1.758 0.015 0.211
C 1.062 -1.503 0.929
C 0.795 -1.780 -0.587
C -0.320 0.524 0.154
C 0.775 -0.427 -0.003
N 0.138 1.777 0.759
S 2.609 0.570 -0.309
H -1.049 -0.020 -1.936
H -1.669 1.518 -1.526
H -2.502 0.445 0.878
H -2.009 -0.982 0.388
H 0.384 -1.848 1.669
H 1.954 -1.736 1.441
H 1.555 -2.138 -1.156
H -0.210 -2.160 -0.922
H 1.417 1.612 0.510
H 0.005 1.712 1.797
H -0.439 2.586 0.528
H 2.151 1.422 -1.243
*
```

---

Least stable structure: ii

---

i | The molecule C3H7N5. Source: the OMol25 dataset; level of theory: ωB97M-V/def2-TZVPD.

## Properties
Molecular weight in g mol⁻¹: 113.12
HOMO in Eh: -0.305

The geometry in ORCA input format:
```
! RIJCOSX wB97M-V def2-TZVPD def2/J DEFGRID3
* xyz 0 1
N 1.470 -0.156 1.255
C 0.626 0.814 1.288
C 0.168 -1.003 -0.479
N 0.696 -0.866 -1.750
C -1.700 0.746 -0.362
N -0.551 0.350 -0.035
N 0.511 2.030 1.556
N -0.302 -2.114 -0.092
H 2.350 -0.150 1.747
H 0.937 -1.756 -2.161
H 1.350 -0.111 -1.880
H -0.254 2.480 1.065
H -0.793 -2.065 0.793
H -2.342 0.186 -1.037
H -2.166 1.615 0.093
*
```

---

ii | The molecule C3H7N5. Source: the OMol25 dataset; level of theory: ωB97M-V/def2-TZVPD.

## Properties
Structure (SMILES): [H]/N=c1/ncn(C)n1N
Molecular weight in g mol⁻¹: 113.12
HOMO in Eh: -0.308

The geometry in ORCA input format:
```
! RIJCOSX wB97M-V def2-TZVPD def2/J DEFGRID3
* xyz 0 1
H -2.857 0.778 0.397
N -2.772 -0.212 0.121
C -1.529 -0.544 0.118
N -1.032 -1.822 -0.077
C 0.232 -1.657 -0.249
N 0.686 -0.399 -0.142
C 2.012 0.059 0.193
N -0.400 0.337 0.265
N -0.520 1.578 -0.365
H 0.993 -2.421 -0.348
H 2.266 1.036 -0.246
H 2.760 -0.635 -0.188
H 2.128 0.120 1.291
H -0.738 2.283 0.305
H -1.230 1.498 -1.075
*
```

---

iii | A structure of composition C3H7N5. Source: the OMol25 dataset; level of theory: ωB97M-V/def2-TZVPD.

## Properties
Molecular weight in g mol⁻¹: 113.12
HOMO in Eh: -0.310

The geometry in ORCA input format:
```
! RIJCOSX wB97M-V def2-TZVPD def2/J DEFGRID3
* xyz 0 1
C 1.111 0.015 0.122
C 0.560 1.126 -0.377
C -0.892 0.801 -0.148
H 3.139 0.579 -0.297
H 2.985 -0.862 0.920
H 1.288 1.918 -0.220
H -1.835 2.334 0.196
H -1.879 -1.304 1.236
H -3.033 -0.828 -0.460
H 0.556 -1.623 -0.892
N 2.485 -0.248 0.070
N -1.942 1.356 0.260
N -0.929 -0.592 -0.400
N -2.008 -1.523 0.000
N 0.394 -1.149 -0.010
*
```

---

Least stable structure: iii

---

i | The molecule C3H7N5. Source: the OMol25 dataset; level of theory: ωB97M-V/def2-TZVPD.

## Properties
Structure (SMILES): [H]/N=c1/ncn(NC)[nH]1
Molecular weight in g mol⁻¹: 113.12
HOMO in Eh: -0.324

The geometry in ORCA input format:
```
! RIJCOSX wB97M-V def2-TZVPD def2/J DEFGRID3
* xyz 0 1
H 2.944 -1.531 0.034
N 2.974 -0.487 0.152
C 1.853 -0.004 -0.032
N 1.654 1.298 0.307
C 0.378 1.533 -0.056
N -0.163 0.497 -0.749
N -1.570 0.270 -0.536
C -1.771 -0.451 0.756
N 0.660 -0.635 -0.481
H -0.246 2.435 0.175
H -1.964 -0.322 -1.323
H -1.468 -1.499 0.729
H -2.881 -0.316 1.069
H -1.235 0.139 1.429
H 0.836 -0.928 -1.473
*
```

---

ii | The molecule C3H7N5. Source: the OMol25 dataset; level of theory: ωB97M-V/def2-TZVPD.

## Properties
Structure (SMILES): [H]/N=c1/[nH]cc(N)n1N
Molecular weight in g mol⁻¹: 113.12
HOMO in Eh: -0.279

The geometry in ORCA input format:
```
! RIJCOSX wB97M-V def2-TZVPD def2/J DEFGRID3
* xyz 0 1
H -0.206 1.952 -1.720
N 0.280 1.124 -2.090
C 0.461 0.421 -1.027
N 1.115 -0.863 -1.171
C 0.665 -1.530 -0.111
C 0.050 -0.711 0.664
N -0.344 -0.610 1.994
N 0.247 0.646 0.278
N -0.976 1.350 0.475
H 0.984 -1.515 -2.106
H 1.163 -2.534 0.059
H -1.049 0.009 1.981
H -0.466 -1.551 2.528
H -0.756 2.225 0.982
H -1.168 1.585 -0.736
*
```

---

iii | The molecule C3H7N5. Source: the OMol25 dataset; level of theory: ωB97M-V/def2-TZVPD.

## Properties
Structure (SMILES): [H]/N=C/N(/C=N/[H])/C(N)=N/[H]
Molecular weight in g mol⁻¹: 113.12
HOMO in Eh: -0.336

The geometry in ORCA input format:
```
! RIJCOSX wB97M-V def2-TZVPD def2/J DEFGRID3
* xyz 0 1
H 0.160 -1.227 2.835
N 0.473 -0.608 2.155
C -0.486 -0.658 1.208
N -0.188 0.129 0.059
C 0.147 1.418 0.210
N -0.088 2.073 1.231
H 0.420 2.968 1.025
C -0.097 -0.480 -1.220
N 0.213 -1.826 -1.230
N -0.274 0.264 -2.174
H 0.226 -0.080 -3.045
H -1.493 -1.166 1.131
H 0.865 1.812 -0.547
H 0.537 -2.061 -2.285
H 0.950 -2.152 -0.586
*
```

---

Least stable structure: ii

---

i | A structure of composition C11H22N2O3. Source: the OMol25 dataset; level of theory: ωB97M-V/def2-TZVPD.

## Properties
Molecular weight in g mol⁻¹: 230.31
HOMO in Eh: -0.352

The geometry in ORCA input format:
```
! RIJCOSX wB97M-V def2-TZVPD def2/J DEFGRID3
* xyz 0 1
C -1.230 -0.059 0.964
C -0.022 -0.625 0.181
C -2.697 0.134 0.238
C -2.700 0.858 -1.036
C -3.275 -1.262 0.108
C -4.813 -1.037 -0.400
C 2.386 -0.409 -0.077
C 2.831 -1.777 0.416
C 3.433 0.694 0.114
C 2.578 1.887 -0.041
C 4.346 0.522 -1.268
H -1.598 0.897 2.705
H -0.843 1.950 1.551
H -1.363 -0.890 1.596
H -3.256 0.834 1.021
H -3.700 1.091 -1.338
H -2.237 0.187 -2.000
H -2.262 1.862 -0.870
H -3.197 -1.900 1.065
H -2.574 -1.809 -0.546
H -5.617 -1.897 0.108
H -5.076 0.253 -0.140
H -4.804 -1.017 -1.715
H 1.114 0.721 1.279
H 2.122 -0.523 -1.097
H 3.956 0.553 1.046
H 2.252 2.183 1.102
H 1.823 2.007 -0.768
H 3.276 2.842 -0.441
H 4.698 -0.599 -1.274
H 3.754 0.790 -2.173
H 5.278 1.063 -0.817
H 1.155 -2.285 -0.277
N -0.829 1.036 1.926
N 1.136 -0.032 0.510
O 0.047 -1.561 -0.692
O 3.944 -1.944 0.972
O 1.964 -2.737 0.069
*
```

---

ii | A structure of composition C11H22N2O3. Source: the OMol25 dataset; level of theory: ωB97M-V/def2-TZVPD.

## Properties
Molecular weight in g mol⁻¹: 230.31
HOMO in Eh: -0.272

The geometry in ORCA input format:
```
! RIJCOSX wB97M-V def2-TZVPD def2/J DEFGRID3
* xyz 0 1
C 4.083 2.331 -1.523
H 4.225 1.270 -1.635
H 4.684 2.858 -2.114
H 4.014 2.651 -0.507
C 2.522 2.833 -2.153
N 1.627 1.997 -1.554
C 1.447 2.318 -0.090
C -0.165 1.763 0.039
H -0.872 2.228 -0.607
H -0.360 1.969 1.219
C -0.070 0.084 -0.214
N -1.476 -0.319 0.012
H -2.256 0.524 0.591
C -1.345 -1.512 1.143
C -1.951 -0.892 2.489
O -2.979 -0.301 2.567
H -3.799 -0.867 2.378
H -1.817 -1.793 3.311
H -1.271 -0.327 2.888
C 0.259 -1.733 1.218
O 0.682 -0.357 0.808
H 0.620 -2.493 0.422
H 0.578 -2.075 2.127
C -1.976 -2.721 0.708
O -1.969 -2.968 -0.919
H -1.886 -2.157 -1.115
H -3.268 -2.334 0.888
H -1.920 -3.654 1.153
C 0.398 -0.101 -1.450
C 1.657 0.468 -1.716
H 1.892 0.213 -2.934
H 2.307 0.109 -1.199
H 0.312 -1.262 -1.644
H -0.496 0.401 -2.117
H 1.326 3.394 -0.081
H 2.049 1.609 0.357
H 2.300 3.772 -2.191
H 2.886 2.297 -3.122
*
```

---

Least stable structure: ii

---

i | The ion H4N2O2P with charge -1. Source: the OMol25 dataset; level of theory: ωB97M-V/def2-TZVPD.

## Properties
Structure (SMILES): NN[P@H](=O)[O-]
Molecular weight in g mol⁻¹: 95.02
HOMO in Eh: -0.141

The geometry in ORCA input format:
```
! RIJCOSX wB97M-V def2-TZVPD def2/J DEFGRID3
* xyz -1 1
N 0.928 0.270 0.300
N -0.129 -0.706 0.563
P -1.517 -0.135 -0.174
O -1.415 1.819 0.396
O -2.706 -0.974 0.115
H 0.899 0.098 -0.744
H 0.666 1.298 0.326
H -0.131 -0.835 1.567
H -0.850 -0.403 -1.396
*
```

---

ii | The ion H4N2O2P with charge -1. Source: the OMol25 dataset; level of theory: ωB97M-V/def2-TZVPD.

## Properties
Structure (SMILES): NP(N)(=O)[O-]
Molecular weight in g mol⁻¹: 95.02
HOMO in Eh: -0.177

The geometry in ORCA input format:
```
! RIJCOSX wB97M-V def2-TZVPD def2/J DEFGRID3
* xyz -1 1
N 1.870 0.176 0.020
P -0.034 -0.380 -0.188
N -1.904 0.686 0.092
O -0.227 -1.434 0.869
O -0.073 -0.667 -1.646
H 2.259 -0.263 -0.731
H 2.104 -0.551 0.743
H -1.985 1.673 -0.264
H -2.010 0.760 1.103
*
```

---

Least stable structure: i

---

i | A cluster of 2 separate species, C5H13NOP in total. Source: the OMol25 dataset; level of theory: ωB97M-V/def2-TZVPD.

## Properties
Molecular weight in g mol⁻¹: 134.14
HOMO (alpha / beta) in Eh: -0.450 / -0.447

The geometry in ORCA input format:
```
! RIJCOSX wB97M-V def2-TZVPD def2/J DEFGRID3
* xyz 1 1
C -0.203 -0.640 0.786
C 0.580 0.423 0.162
C -2.041 -2.641 -0.162
C 0.597 2.645 -1.209
C 0.144 1.151 -1.130
N 0.658 -1.741 1.345
O 1.923 0.485 0.285
P -0.560 0.717 1.947
H -2.511 -2.199 -1.069
H -2.352 -2.480 0.827
H -1.099 -3.019 -0.358
H 0.024 3.305 -1.792
H 1.567 2.663 -1.557
H 0.528 3.033 -0.204
H 0.571 0.690 -2.019
H -0.923 1.136 -1.296
H 0.483 -2.509 0.686
H 0.314 -2.038 2.379
H 1.648 -1.618 1.423
H 2.179 1.232 -0.203
H -1.526 1.404 1.159
*
```

---

ii | A cluster of 2 separate species, C5H13NOP in total. Source: the OMol25 dataset; level of theory: ωB97M-V/def2-TZVPD.

## Properties
Molecular weight in g mol⁻¹: 134.14
HOMO (alpha / beta) in Eh: -0.491 / -0.475

The geometry in ORCA input format:
```
! RIJCOSX wB97M-V def2-TZVPD def2/J DEFGRID3
* xyz 1 1
C -2.355 1.190 0.552
C 0.855 0.133 2.453
C 0.053 1.070 -2.714
C -0.475 -3.209 -0.373
C 1.276 0.434 1.025
N -1.189 1.186 0.098
O 0.679 0.590 -1.530
P -0.029 0.016 -0.225
H -2.835 2.151 0.711
H -2.934 0.304 0.806
H -0.054 0.666 2.720
H 0.692 -0.931 2.608
H 1.640 0.455 3.133
H -0.723 1.800 -2.477
H -0.373 0.250 -3.293
H 0.841 1.548 -3.294
H -0.091 -3.409 0.607
H 0.177 -3.286 -1.221
H -1.535 -3.175 -0.529
H 2.166 -0.138 0.749
H 1.489 1.499 0.886
*
```

---

Least stable structure: i